# 1
Here is C4H7NO in the gas phase from OMol25. Energies are from the ωB97M-V functional and the def2-TZVPD basis.

XYZ file:
```
13
Properties=species:S:1:pos:R:3:forces:R:3
O -1.461 -2.164 0.714 0.0 0.1 0.0
C -1.021 -0.926 0.725 0.2 -0.2 -0.3
C -0.242 1.771 -0.130 -0.1 0.2 0.1
N 0.411 0.608 -0.726 0.0 0.1 0.0
C 1.260 -0.173 0.115 0.3 0.0 0.1
C -0.059 -0.720 -0.370 -0.2 -0.2 0.0
H -1.085 -2.712 -0.013 -0.1 0.1 0.1
H -1.315 1.738 -0.324 0.1 0.0 0.0
H -0.102 1.838 0.956 -0.1 -0.1 -0.1
H 0.176 2.668 -0.597 0.0 -0.1 0.1
H 1.302 0.083 1.174 0.0 0.0 -0.2
H 2.173 -0.574 -0.318 -0.1 0.0 0.0
H -0.038 -1.437 -1.206 0.0 0.1 0.2
```
Forces are in eV/Å.

Calculated values
Gap between HOMO and LUMO   9.49 eV
Net charge   0
Maximum force   0.4 eV Å⁻¹
E_tot   -7795.1504 eV

These are the Mulliken partial charges, in e, on atoms 1 to 5: number 1, O, carries -0.21; number 2, C, carries -0.49; number 3, C, carries -0.75; number 4, N, carries -0.29; number 5, C, carries -0.61

---

# 2
Here is CH4NP in the gas phase at a distorted geometry from OMol25. Energies are from the ωB97M-V functional and the def2-TZVPD basis.

XYZ file:
```
7
Properties=species:S:1:pos:R:3:forces:R:3
C 0.175 0.407 -0.879 2.1 -1.5 -1.5
N -0.594 -0.143 0.094 -0.9 -2.1 5.9
P 0.123 -0.402 2.018 -2.2 -0.3 -4.0
H -0.341 1.118 -1.456 -1.3 0.5 -1.3
H 0.552 -0.495 -1.519 -0.6 1.5 0.6
H 1.013 0.954 -0.580 2.0 0.7 0.8
H -0.927 -1.439 2.323 0.9 1.2 -0.4
```
Forces are in eV/Å.

Calculated values
Gap between HOMO and LUMO (spin up / spin down)   8.04 / 8.53 eV
Net charge   0
Maximum force   6.3 eV Å⁻¹
E_tot   -11876.4688 eV

These are the Mulliken partial charges, in e, on atoms 1 to 5: number 1, C, carries -0.57; number 2, N, carries -0.36; number 3, P, carries 0.06; number 4, H, carries 0.29; number 5, H, carries 0.22

---

# 3
Here is a 2-piece molecular cluster, C4H10N2 overall at a distorted geometry from OMol25. Energies are from the ωB97M-V functional and the def2-TZVPD basis.

XYZ file:
```
16
Properties=species:S:1:pos:R:3:forces:R:3
C -3.660 -1.475 -0.681 -1.5 1.4 0.1
C -5.185 -1.653 -0.678 0.6 -1.0 -1.0
C -5.907 -1.070 -1.790 0.1 -2.6 1.1
H -2.974 -2.245 -0.988 -0.3 -1.3 0.5
H -3.248 -0.911 0.148 -0.2 -0.7 1.2
H -3.443 -0.717 -1.387 -0.2 0.8 -1.4
H -5.782 -2.427 -0.030 1.3 1.8 -0.8
H -7.012 -1.076 -1.764 0.6 0.6 -0.1
H -5.373 -1.187 -2.755 -0.3 0.9 0.5
N 4.668 1.584 2.231 2.3 1.1 0.1
C 4.523 1.473 0.834 0.0 1.2 -0.6
N 5.381 0.920 0.080 0.5 1.1 -1.2
H 5.790 1.642 2.493 -4.1 -0.2 -0.8
H 4.132 2.432 2.547 1.1 -1.3 -0.1
H 3.644 2.009 0.363 0.6 -0.4 1.0
H 5.297 1.303 -0.915 -0.4 -1.4 1.7
```
Forces are in eV/Å.

Calculated values
Gap between HOMO and LUMO (spin up / spin down)   4.01 / 1.56 eV
Net charge   +1
Spin multiplicity   2
Maximum force   4.1 eV Å⁻¹
E_tot   -7278.0246 eV

These are the Mulliken partial charges, in e, on atoms 1 to 5: number 1, C, carries -1.02; number 2, C, carries 0.33; number 3, C, carries -0.42; number 4, H, carries 0.36; number 5, H, carries 0.37

---

Here are the calculated ΔE to the lowest compared entry with this formula, charge and spin numbers, same order: 433.6, 293.5, 489.0 (kJ/mol).